1 | Below is C7H11NS in the gas phase, with properties calculated with ωB97M-V/def2-TZVPD.

The lowest unoccupied orbital energy comes out at 0.946 eV. The value obtained for the HOMO-LUMO gap is 9.44 eV. The structure (SMILES) is C#CCC[C@H]1NCCS1. Its HOMO energy is -8.5 eV.

CARTESIAN COORDINATES (ANGSTROEM)
C: 2.2919 -3.0593 -0.5810
C: 1.7852 -2.3960 0.2922
C: 1.2127 -1.6245 1.3719
C: -0.1021 -0.9093 1.0497
C: -0.0221 0.0696 -0.1574
N: -1.3666 0.4379 -0.6615
C: -1.4364 1.8289 -1.2051
C: -0.7859 2.6956 -0.1331
S: 0.5948 1.6874 0.4483
H: 2.7014 -3.6343 -1.3452
H: 1.9326 -0.8502 1.7126
H: 1.0403 -2.2815 2.1780
H: -0.5142 -0.4115 1.9117
H: -0.8509 -1.6773 0.8140
H: 0.5704 -0.3066 -1.0110
H: -1.7225 -0.2515 -1.3137
H: -2.4856 2.1691 -1.3332
H: -0.9094 1.9625 -2.1644
H: -1.4539 2.9182 0.7192
H: -0.4799 3.6327 -0.5919

Here are the Mulliken charges for atoms 1 to 5, given in e: 0.05 -0.34 -0.65 -0.84 -0.01



2 | Below is C7H11NS in the gas phase, with properties calculated with ωB97M-V/def2-TZVPD.

The lowest unoccupied orbital energy comes out at 0.732 eV. The value obtained for the HOMO-LUMO gap is 8.97 eV. The structure (SMILES) is NC(=S)[C@H]1CC=CCC1. Its HOMO energy is -8.2 eV.

CARTESIAN COORDINATES (ANGSTROEM)
N: -1.3182 0.6886 2.2634
C: -1.0075 1.3895 1.1165
S: -1.7826 2.8367 1.0083
C: -0.1091 0.8192 -0.0010
C: 1.1901 0.3068 0.6320
C: 1.8048 -0.8120 -0.1006
C: 1.2489 -1.4214 -1.2295
C: -0.0508 -0.9544 -1.8016
C: -0.9207 -0.2066 -0.7962
H: -2.0724 1.0786 2.8499
H: -1.1576 -0.3259 2.2151
H: 0.1434 1.6100 -0.6728
H: 1.8881 1.1403 0.6583
H: 1.0499 -0.0396 1.6631
H: 2.7615 -1.2002 0.2375
H: 1.8189 -2.2002 -1.7488
H: -0.5572 -1.8340 -2.1572
H: 0.1906 -0.2405 -2.6261
H: -1.3951 -0.9505 -0.1586
H: -1.7251 0.3157 -1.3515

Here are the Mulliken charges for atoms 1 to 5, given in e: -0.41 -0.02 -0.36 0.17 -0.77



3 | Below is C7H11NS in the gas phase, with properties calculated with ωB97M-V/def2-TZVPD.

The lowest unoccupied orbital energy comes out at 0.691 eV. The value obtained for the HOMO-LUMO gap is 8.81 eV. The structure (SMILES) is NC(=S)[C@H]1CC=CCC1. Its HOMO energy is -8.1 eV.

CARTESIAN COORDINATES (ANGSTROEM)
N: -0.3749 -0.0837 2.3060
C: -1.0508 0.7564 1.4415
S: -2.5444 1.3871 1.8760
C: -0.6512 0.7954 0.0101
C: 0.8616 1.1478 0.0724
C: 1.6707 -0.1275 -0.0591
C: 1.3121 -1.1206 -0.9958
C: 0.0749 -0.9526 -1.7779
C: -1.0975 -0.4700 -0.8499
H: -0.6446 -0.1359 3.2640
H: 0.4658 -0.4865 2.0750
H: -1.2338 1.6807 -0.4097
H: 1.1968 1.7897 -0.7558
H: 1.0396 1.6558 1.0063
H: 2.6456 -0.1922 0.4594
H: 1.8942 -2.0177 -1.0744
H: -0.3902 -1.8896 -2.1058
H: 0.2194 -0.2838 -2.6030
H: -1.6849 -1.3112 -0.2549
H: -1.7082 -0.1415 -1.6244

Here are the Mulliken charges for atoms 1 to 5, given in e: -0.26 -0.30 -0.32 0.53 -1.05



Going by the computed energies, the most stable comes first: 2, 3, 1.



1 | Below is C14H25N3O3 in the gas phase, with properties calculated with ωB97M-V/def2-TZVPD.

The lowest unoccupied orbital energy comes out at 0.519 eV. The value obtained for the HOMO-LUMO gap is 9.54 eV. The structure (SMILES) is CC[C@@H](C)[C@@H](NC(C)=O)C(=O)N1CCC[C@@H]1C(=O)NC. Its HOMO energy is -9.0 eV.

CARTESIAN COORDINATES (ANGSTROEM)
C: -3.6566 -1.7423 -0.2264
C: -3.0909 -0.4067 -0.6380
C: -2.0733 0.3408 0.2667
C: -2.5447 0.4922 1.8146
C: -0.6323 -0.2465 0.4181
N: -0.1638 -0.8535 -0.8205
C: 0.6227 -1.9227 -1.0025
C: 0.6859 -2.6002 -2.4581
O: 1.2934 -2.3458 -0.0759
C: 0.4658 0.7314 0.9098
O: 0.6267 0.8018 2.1773
N: 0.9790 1.6939 0.1276
C: 0.6521 1.9929 -1.2479
C: 1.6606 2.9665 -1.8107
C: 2.0069 3.7483 -0.4163
C: 1.8461 2.7641 0.7124
C: 3.1947 2.2125 1.2185
O: 3.8966 1.5351 0.5418
N: 3.4646 2.2626 2.5433
C: 4.5900 1.8590 3.2828
H: -2.8185 -2.3680 0.1240
H: -4.3312 -1.6473 0.5855
H: -4.2323 -2.1442 -0.9769
H: -4.0916 0.0962 -0.7002
H: -2.6982 -0.3516 -1.6648
H: -1.8586 1.3557 -0.1971
H: -3.5695 0.9115 1.7897
H: -2.6133 -0.4855 2.3362
H: -1.9313 1.2029 2.2954
H: -0.6994 -1.0146 1.1705
H: -0.6768 -0.5794 -1.5751
H: 1.3906 -3.4212 -2.3026
H: 0.9891 -1.8257 -3.1523
H: -0.3250 -2.9975 -2.7053
H: 0.5297 1.1839 -1.9307
H: -0.3832 2.3033 -1.4282
H: 1.4485 3.5860 -2.6825
H: 2.5975 2.3993 -2.1777
H: 3.0195 4.1816 -0.4416
H: 1.2381 4.4102 -0.1962
H: 1.3441 3.3144 1.4740
H: 2.6442 2.5305 3.1038
H: 4.8875 0.7820 3.1503
H: 4.5548 2.2830 4.3447
H: 5.4355 2.5275 2.8529

Here are the Mulliken charges for atoms 1 to 5, given in e: -1.50 -0.55 0.67 -1.64 -0.53



2 | Below is C14H25N3O3 in the gas phase, with properties calculated with ωB97M-V/def2-TZVPD.

The lowest unoccupied orbital energy comes out at 0.482 eV. The value obtained for the HOMO-LUMO gap is 9.76 eV. The structure (SMILES) is CCCCCC[C@@H]1C[C@@](C)(/C(C)=N/NC(N)=O)OC1=O. Its HOMO energy is -9.3 eV.

CARTESIAN COORDINATES (ANGSTROEM)
C: -3.6717 2.4193 4.0386
C: -3.2039 3.2656 2.8593
C: -1.8437 3.9389 3.0908
C: -0.6561 3.1873 2.4855
C: -0.4027 1.8231 3.1231
C: 0.9394 1.2114 2.7204
C: 1.0334 0.8730 1.2315
C: 0.1193 -0.2547 0.7637
C: 1.0178 -1.1493 -0.1302
C: 0.8790 -2.6279 0.2202
C: 0.7227 -0.8926 -1.5982
C: 1.2004 0.3909 -2.2175
N: 0.0403 -1.7834 -2.1961
N: -0.3439 -1.6530 -3.4741
C: -1.0598 -2.6510 -4.1201
N: -1.3504 -3.7076 -3.3306
O: -1.3866 -2.5231 -5.2774
O: 2.3621 -0.7506 0.1564
C: 2.4307 0.3622 0.8933
O: 3.4687 0.8630 1.2156
H: -4.6393 1.9717 3.8207
H: -2.9685 1.6217 4.2599
H: -3.7766 3.0375 4.9277
H: -3.1554 2.6461 1.9611
H: -3.9567 4.0360 2.6782
H: -1.6814 4.0673 4.1628
H: -1.8614 4.9357 2.6444
H: 0.2387 3.8024 2.6099
H: -0.8312 3.0698 1.4138
H: -0.4067 1.9385 4.2091
H: -1.2066 1.1361 2.8547
H: 1.1053 0.2994 3.3000
H: 1.7485 1.9044 2.9594
H: 0.8766 1.7869 0.6511
H: -0.2333 -0.8356 1.6165
H: -0.7472 0.1009 0.2096
H: -0.1533 -2.9369 0.0944
H: 1.5139 -3.2217 -0.4300
H: 1.1869 -2.7858 1.2508
H: 0.3580 1.0569 -2.4136
H: 1.6980 0.1842 -3.1656
H: 1.9090 0.8998 -1.5723
H: -0.1049 -0.8402 -4.0347
H: -0.9467 -3.7456 -2.4109
H: -1.7905 -4.5122 -3.7367

Here are the Mulliken charges for atoms 1 to 5, given in e: -1.21 -0.39 -0.93 -0.54 -0.22



Going by the computed energies, the most stable comes first: 2, 1.



1 | Below is C8H15NO in the gas phase, with properties calculated with ωB97M-V/def2-TZVPD.

The lowest unoccupied orbital energy comes out at 0.746 eV. The value obtained for the HOMO-LUMO gap is 8.42 eV. The structure (SMILES) is COC1=N[C@@]1(C)CC(C)C. Its HOMO energy is -7.7 eV.

CARTESIAN COORDINATES (ANGSTROEM)
C: -1.1461 -3.7001 0.4450
O: -0.9830 -2.2562 0.2077
C: -0.1067 -1.6362 0.8371
N: 0.7916 -1.3688 1.6779
C: 0.2216 -0.0445 1.2803
C: -0.7552 0.6086 2.2188
C: 1.0445 0.7381 0.2802
C: 0.4185 1.0691 -1.0994
C: -0.6433 2.1063 -1.3359
C: 1.5728 1.3309 -2.0380
H: -0.4833 -4.3335 -0.0901
H: -2.1602 -3.8392 0.0506
H: -0.9572 -4.0092 1.5460
H: -1.0254 0.0181 3.1895
H: -1.5749 1.1110 1.6681
H: -0.1325 1.4047 2.6792
H: 1.2558 1.7181 0.6926
H: 1.8949 0.0641 0.1679
H: -0.0821 0.1690 -1.3736
H: -0.2222 3.1393 -1.1752
H: -1.6592 2.0301 -0.7052
H: -0.9372 1.7864 -2.3508
H: 1.4271 1.1403 -3.1475
H: 2.1641 0.4639 -1.7842
H: 2.0776 2.2896 -1.8409

Here are the Mulliken charges for atoms 1 to 5, given in e: -0.66 -0.32 0.14 -0.94 1.29



2 | Below is 2 unconnected molecules or ions with the total composition C8H15NO, with properties calculated with ωB97M-V/def2-TZVPD.

The lowest unoccupied orbital energy comes out at 0.820 eV. The value obtained for the HOMO-LUMO gap is 9.18 eV. The structure (SMILES) is C=CC(C)=O.C=C(C)NC. Its HOMO energy is -8.4 eV.

CARTESIAN COORDINATES (ANGSTROEM)
C: -1.8249 0.9219 -1.6126
C: -1.3765 -0.2271 -1.1220
C: -1.2865 -0.7506 0.6170
C: -1.6674 0.4289 1.4702
O: -1.6482 -1.8846 0.8496
H: -1.5818 1.8606 -1.1273
H: -2.3718 0.9745 -2.5450
H: -1.5971 -1.1505 -1.6548
H: -1.0281 1.2740 1.2147
H: -2.7072 0.6867 1.2896
H: -1.5278 0.1856 2.5246
C: 1.2082 1.4437 -0.0143
C: 0.9446 0.1923 -0.4895
C: 1.5045 -0.2586 -1.8184
N: 0.7730 -0.8968 0.4556
C: 1.4006 -0.9446 1.7760
H: 1.3595 2.2492 -0.7141
H: 1.1061 1.7187 1.0221
H: 0.9009 -1.0485 -2.2688
H: 1.5027 0.5817 -2.5090
H: 2.5247 -0.6298 -1.7067
H: 0.7606 -1.7975 -0.0103
H: 1.6251 0.0361 2.1829
H: 2.3061 -1.5454 1.7216
H: 0.7006 -1.4197 2.4688

Here are the Mulliken charges for atoms 1 to 5, given in e: -0.75 -0.40 1.07 -1.26 -0.64



Going by the computed energies, the most stable comes first: 2, 1.



1 | Below is a gas-phase ion, C4H6NO3S (charge -1), with properties calculated with ωB97M-V/def2-TZVPD.

The lowest unoccupied orbital energy comes out at 3.938 eV. The value obtained for the HOMO-LUMO gap is 7.51 eV. As for the net charge: -1. The structure (SMILES) is O=[S@@]1([O-])=CCCN=CO1. Its HOMO energy is -3.6 eV.

CARTESIAN COORDINATES (ANGSTROEM)
O: 3.4616 -0.3663 0.7803
S: 2.2541 -0.2686 -0.0596
O: 2.2871 -0.5983 -1.4987
C: 0.9480 -0.4891 1.0011
C: -0.3963 -0.7515 0.3050
C: -0.4790 0.4049 -0.7377
N: -0.2957 1.6423 -0.0750
C: 0.8525 2.0383 0.2299
O: 2.0087 1.4787 -0.1853
H: 1.3692 -1.4465 1.5334
H: -1.3008 -0.6352 1.0923
H: -0.3783 -1.6793 -0.2838
H: 0.3160 0.2005 -1.5111
H: -1.5016 0.3548 -1.1375
H: 0.8391 3.1670 0.6008

Here are the Mulliken charges for atoms 1 to 5, given in e: -0.68 1.03 -0.64 -0.96 -0.11



2 | Below is 2 unconnected molecules or ions with the total composition C4H6NO3S, with properties calculated with ωB97M-V/def2-TZVPD.

The lowest unoccupied orbital energy comes out at 3.276 eV. The value obtained for the HOMO-LUMO gap is 8.70 eV. As for the net charge: -1. Its HOMO energy is -5.4 eV.

CARTESIAN COORDINATES (ANGSTROEM)
C: 3.1176 -0.1549 -1.1062
C: 1.3760 0.5602 0.3758
C: 0.7312 -1.0299 -1.5327
C: 1.7371 -0.2235 -0.6810
N: 4.2203 -0.1328 -1.4628
O: -2.7889 0.4029 3.0814
O: -4.0667 -0.5104 1.1129
O: -1.7261 0.4581 0.9606
S: -3.0126 0.4000 1.6411
H: 0.3385 0.6797 0.5761
H: 2.1457 1.2663 0.9519
H: -3.6262 1.8064 1.5655
H: -0.0247 -1.4222 -0.9822
H: 1.2412 -1.7300 -2.1120
H: 0.3375 -0.3702 -2.3885

Here are the Mulliken charges for atoms 1 to 5, given in e: 0.12 -0.70 -1.28 0.69 -0.48



Going by the computed energies, the most stable comes first: 2, 1.